No. 1
Molecular formula: C20H44NO14S3
Method: DFT, ωB97M-V/def2-TZVPD

Geometry as XYZ:
```
82
Properties=species:S:1:pos:R:3:forces:R:3:lowdin_charge:R:1
S -5.87532 0.06147 3.25290 0.07 0.15 0.21 0.544
S -2.97715 6.08380 -4.21384 0.23 0.06 -0.02 0.540
S 6.61905 -2.89573 3.03614 0.24 0.06 0.00 0.557
O -3.60895 6.63888 -3.05382 -0.11 -0.01 0.06 -0.285
O -6.81669 0.45329 2.25098 -0.06 -0.03 -0.09 -0.278
O 5.85328 -3.94355 3.63491 -0.07 -0.04 -0.03 -0.272
O -1.60348 5.43973 -3.82110 0.00 0.05 -0.01 -0.272
O 0.15143 2.19349 -0.68787 -0.15 -0.28 0.15 -0.041
O 4.04110 -1.95980 -2.26357 0.27 -0.20 0.06 -0.045
O -1.91649 2.01887 0.17489 0.17 -0.22 -0.02 -0.067
O -2.45238 -1.85684 -3.09185 -0.10 -0.03 -0.09 -0.040
O 2.35814 -2.59151 -3.57797 -0.18 -0.35 -0.36 0.134
O -4.94305 -0.98846 2.97461 0.03 -0.08 -0.10 -0.281
O 7.22196 -1.96039 4.16795 0.03 -0.08 0.04 -0.266
O -5.10582 1.31785 3.81054 -0.14 -0.04 0.01 -0.273
O 6.03194 -2.06884 2.02730 -0.16 -0.03 -0.06 -0.272
O -3.72636 5.21189 -5.06646 -0.09 -0.04 -0.02 -0.285
N -1.82955 -0.54274 -0.83291 0.15 -0.46 0.14 0.000
C 3.94122 -2.37851 -0.89221 0.14 0.08 0.02 -0.216
C -2.02061 -1.98084 -0.71921 -0.41 0.30 -0.05 -0.165
C -2.32687 7.39504 -5.19776 0.02 0.04 -0.03 -0.135
C -4.33982 2.65226 1.85955 -0.28 0.07 0.00 -0.082
C -3.95685 1.82736 3.06005 0.43 0.15 -0.23 -0.228
C 4.14303 -3.87589 -0.73759 0.15 0.06 0.13 -0.055
C 0.75328 -0.50751 -2.11251 0.17 -0.03 0.08 -0.159
C -0.70264 0.01028 -0.08872 0.08 0.03 -0.10 -0.289
C -2.08742 -2.75342 -2.05472 0.19 0.03 0.04 -0.442
C 2.82714 -1.75570 -2.86639 0.00 0.15 0.16 -0.493
C 6.34483 -0.94662 4.71933 -0.20 0.27 0.12 -0.246
C -6.75760 -0.32137 4.72998 -0.02 -0.02 0.05 -0.133
C 0.63214 -0.51924 -0.58972 0.10 0.07 -0.09 -0.168
C 2.20727 -0.41479 -2.60122 -0.15 -0.09 0.23 -0.083
C -3.08184 -3.90032 -1.95752 0.15 -0.03 0.00 -0.067
C -1.55235 4.47503 -2.71077 0.08 -0.46 0.34 -0.211
C 5.35511 -1.51260 5.71544 0.02 -0.14 -0.06 -0.072
C 8.14106 -3.55232 2.44872 0.04 -0.02 0.00 -0.121
C -2.04408 3.10757 -3.11367 -0.12 0.02 -0.19 -0.061
C -0.81220 1.54932 -0.21117 -0.04 0.68 -0.06 -0.670
H -1.10257 -3.17897 -2.27573 0.15 0.09 -0.02 0.125
H -7.41328 -1.15727 4.49754 0.01 -0.01 -0.03 0.070
H -2.97887 -4.43121 -1.01139 0.04 -0.05 0.09 0.075
H 4.67261 -4.05354 0.19771 -0.11 -0.12 0.16 0.058
H -1.71775 6.96538 -5.98800 0.00 -0.01 -0.01 0.069
H -2.10277 4.87374 -1.86053 -0.09 0.10 -0.10 0.117
H 4.76974 -4.25636 -1.53943 0.00 0.00 -0.14 0.078
H -2.66046 -0.05961 -0.52446 0.02 0.23 -0.12 0.107
H 4.71186 -1.84856 -0.34004 0.08 0.13 -0.04 0.105
H 2.97585 -2.07945 -0.48670 -0.06 0.12 0.08 0.107
H -1.53287 2.76315 -4.01448 0.06 0.01 0.04 0.085
H -2.42364 -2.34248 -3.92196 0.00 0.00 0.00 0.087
H -4.79289 2.03907 1.08279 0.04 -0.03 -0.02 0.078
H 4.62931 -2.16345 5.23112 0.00 0.01 -0.02 0.074
H 2.82523 0.11899 -1.88532 0.03 0.22 -0.02 0.119
H -6.04523 -0.59576 5.50244 0.01 0.01 0.00 0.069
H -3.31597 0.99238 2.77834 -0.08 -0.06 -0.01 0.111
H 4.81722 -0.69501 6.19544 0.02 0.03 0.00 0.082
H 0.32198 -1.41634 -2.52170 -0.22 0.04 -0.21 0.093
H -1.74070 8.05152 -4.56144 0.01 0.00 0.00 0.069
H -5.04899 3.43773 2.13038 0.03 -0.01 0.08 0.080
H -0.50332 4.43078 -2.43122 0.03 0.09 -0.09 0.117
H -7.34072 0.54774 5.02107 -0.01 0.01 0.00 0.069
H 7.88959 -4.28284 1.68314 -0.03 0.00 -0.01 0.076
H 5.84394 -0.42974 3.90033 0.02 -0.06 -0.04 0.115
H -1.22874 -2.42515 -0.11684 0.06 -0.12 0.10 0.113
H 1.39906 0.12781 -0.16625 0.06 0.08 0.07 0.109
H -2.95935 -2.18225 -0.19345 -0.07 0.01 0.10 0.116
H -0.77399 -0.20641 0.99044 -0.03 -0.09 0.09 0.138
H -3.11493 3.10437 -3.31770 -0.01 0.02 0.05 0.077
H -4.08987 -3.49675 -2.02303 -0.13 0.00 0.03 0.083
H -2.92326 -4.62176 -2.75884 -0.10 -0.05 -0.12 0.069
H 0.19756 0.33943 -2.49611 -0.11 0.07 -0.03 0.110
H 8.73156 -2.74396 2.02780 -0.01 0.01 0.00 0.075
H -3.43633 3.09066 1.43786 0.01 -0.09 -0.04 0.059
H 2.23987 0.11570 -3.55198 0.05 0.08 -0.09 0.128
H 5.87123 -2.09310 6.48003 0.01 0.04 0.03 0.083
H -3.42251 2.42787 3.79321 -0.07 -0.03 0.08 0.119
H -3.17642 7.92676 -5.62011 -0.02 -0.02 0.02 0.069
H 7.02066 -0.24124 5.19774 0.08 -0.06 -0.02 0.120
H 0.81526 -1.52415 -0.19640 -0.02 -0.13 0.00 0.095
H 8.65716 -4.03176 3.27580 -0.01 -0.01 0.01 0.073
H 3.20497 -4.42217 -0.72211 -0.07 -0.10 -0.10 0.074
H -1.83371 2.41712 -2.29864 -0.04 0.06 0.00 0.054
```
Forces are in eV/Å.

The strongest force on any atom is 0.68 eV/Å. The frontier orbital gap is 6.7 eV. The lowest unoccupied orbital energy comes out at 1.79 eV. The energy is -84115.1062 eV. The charge is -1. The molar mass comes out at 618.77 g/mol.

***

No. 2
Molecular formula: C20H44NO2OsP2
Method: DFT, ωB97M-V/def2-TZVPD

Geometry as XYZ:
```
70
Properties=species:S:1:pos:R:3:forces:R:3:lowdin_charge:R:1
Os -0.63167 -0.39976 0.17333 -0.25 1.47 0.22 1.094
P -1.85535 0.87465 -1.40506 -1.21 2.12 -1.86 0.979
P 0.57727 -1.09770 2.12175 0.67 -0.37 2.11 0.993
O 0.49661 -2.46964 -1.77112 -2.60 3.19 3.35 0.151
O 1.46482 1.06240 -0.59145 -4.70 -0.52 1.75 -0.028
N -1.32679 1.13475 1.50025 2.01 1.41 -2.81 -0.246
C -0.57453 1.37684 2.71667 -0.79 0.08 1.92 -0.224
C 0.20880 -3.07305 4.10276 1.50 0.90 0.36 -0.058
C 0.00483 -1.69513 -1.01969 4.29 -4.66 -5.05 -0.354
C 2.55333 1.19662 -0.99660 5.97 0.37 -2.18 -0.511
C 3.42932 2.34013 -0.53756 -0.16 0.10 0.41 0.026
C 0.86534 -3.88200 1.77785 -0.04 0.02 -0.24 -0.071
C -2.64769 -0.99932 -3.37264 0.26 -0.22 0.04 -0.074
C 3.14667 -1.57865 1.08023 0.67 0.09 0.14 -0.082
C 3.23899 0.28300 -2.01698 -0.01 0.41 0.28 0.008
C -0.09626 0.06462 3.36297 -0.63 0.63 -0.18 -0.260
C 0.10862 -2.83728 2.60323 -0.91 0.20 -0.94 -0.508
C -1.80668 2.40420 0.90102 -0.70 0.74 1.22 -0.221
C -1.84684 2.81204 -3.48162 0.19 0.09 -0.56 -0.059
C 2.97185 -1.11430 3.58477 0.26 0.48 0.33 -0.056
C -4.40015 0.69635 -2.65476 0.85 1.64 -0.67 -0.057
C -2.63898 2.15114 -0.35435 0.16 -0.17 0.87 -0.268
C -0.94033 1.89858 -2.65671 1.35 -0.27 0.04 -0.495
C -0.01438 1.05266 -3.54870 0.34 0.32 -0.17 -0.084
C -3.19218 -0.12674 -2.23901 0.40 -1.08 1.07 -0.499
C 2.39631 -0.82653 2.19307 0.35 0.29 -0.97 -0.502
H -5.18723 0.04338 -2.97784 -0.41 -0.49 -0.04 0.105
H -1.32481 1.90710 3.36847 0.89 -0.51 0.00 0.162
H -2.06200 0.22566 1.01658 0.06 0.23 1.49 0.113
H -4.76766 1.34396 -1.86059 -0.19 -0.08 -0.05 0.081
H 1.28606 -3.09251 4.40313 -0.96 -0.03 -0.08 0.096
H 4.17654 -1.14719 0.99286 -0.84 -0.37 0.01 0.120
H -0.99479 3.17375 0.74680 -0.29 -1.23 0.11 0.166
H 3.66549 2.21277 0.53916 -0.05 0.03 -0.53 0.107
H 0.85180 -3.66739 0.68971 0.08 -0.20 0.59 0.071
H 2.63746 -0.58858 -2.21790 -0.16 -0.33 -0.20 0.060
H 3.38259 0.86705 -2.94782 0.00 -0.28 0.41 0.122
H -2.56020 3.36376 -2.88667 -0.25 0.16 -0.01 0.072
H 3.99706 -0.67849 3.62630 -0.66 -0.21 -0.12 0.128
H -1.21279 3.56029 -4.01346 -0.26 -0.54 0.46 0.129
H -2.44153 -0.38970 -4.25707 -0.07 -0.20 0.11 0.084
H 0.65878 0.29090 4.12017 -0.17 -0.13 -0.05 0.103
H -1.72879 -1.54834 -3.09245 -0.43 0.22 -0.22 0.067
H -3.40799 -1.74628 -3.64448 0.21 0.26 0.10 0.116
H -0.95736 -2.83521 2.29756 0.33 -0.24 0.26 0.099
H 4.35549 2.41359 -1.11638 -0.26 0.02 0.21 0.104
H -0.20020 -4.03894 4.32940 -0.37 -0.49 0.08 0.105
H 0.67806 1.73592 -4.10150 -0.59 -0.56 0.38 0.122
H -2.75253 3.09334 -0.89965 -0.18 -0.30 0.04 0.110
H -0.59515 0.47972 -4.27687 0.30 0.17 0.06 0.076
H -2.41811 2.82415 1.74502 0.11 0.12 -1.03 0.157
H -0.96347 -0.38398 3.84894 0.12 -0.22 0.10 0.106
H 2.64193 -1.50816 0.10602 0.23 -0.01 0.24 0.048
H 0.60045 0.35965 -2.95546 -0.17 0.20 -0.25 0.040
H 2.39082 -0.65183 4.40045 0.37 -0.33 -0.26 0.085
H 2.46689 0.24675 1.98713 0.01 0.09 0.05 0.100
H -2.36379 2.24249 -4.25708 -0.02 0.13 0.11 0.087
H 3.07723 -2.18048 3.75124 -0.04 -0.10 0.10 0.082
H 1.90046 -3.95931 2.12710 -0.23 -0.09 -0.16 0.084
H -3.60731 1.77745 -0.02227 -0.24 0.13 -0.24 0.106
H 4.24650 -0.02799 -1.66179 -0.63 0.34 -0.17 0.119
H -3.47138 -0.77791 -1.38787 -0.22 -0.02 -0.35 0.110
H -0.29731 2.50999 -2.01148 -0.08 0.04 0.04 0.105
H -4.12515 1.34588 -3.52484 -0.39 -0.56 0.74 0.097
H 3.25954 -2.63740 1.34907 0.04 0.38 -0.23 0.081
H 2.83547 3.25396 -0.62548 0.20 0.07 0.03 0.103
H 0.38324 -4.85620 1.93662 0.14 0.25 -0.07 0.115
H -1.50800 -1.62015 0.57384 -1.42 -1.58 0.62 0.010
H 0.26683 2.12421 2.61900 -0.79 -0.75 -0.77 0.170
H -0.30207 -2.30760 4.69271 0.01 -0.27 0.01 0.083
```
Forces are in eV/Å.

The strongest force on any atom is 8.10 eV/Å. As for the expectation value of S²: 6.0228. The frontier orbital gap (spin up / spin down) is 7.2 / 4.1 eV. The lowest unoccupied orbital energy (spin up / spin down) comes out at -9.07 / -14.59 eV. Its spin multiplicity is 5. The energy is -48051.1346 eV. The charge is +3. The molar mass comes out at 582.76 g/mol.

***

No. 3
Molecular formula: C20H45AsF6HfN3S2SbSi3
Method: DFT, ωB97M-V/def2-TZVPD

Geometry as XYZ:
```
82
Properties=species:S:1:pos:R:3:forces:R:3:lowdin_charge:R:1
Hf 0.19215 -0.23298 0.01069 0.01 0.78 0.87 1.369
Sb -1.41072 -3.00007 2.38763 -2.37 -1.54 -0.99 1.691
As -1.27333 3.44561 1.28928 -0.25 0.58 0.34 0.838
S -1.09131 2.03983 -0.33890 0.02 0.17 -0.28 0.240
S -3.15991 -0.25307 1.51018 0.20 0.05 -0.55 1.048
Si 2.85694 1.50786 -0.80469 -0.18 1.25 -0.20 0.459
Si 3.06310 -0.84443 1.50931 0.40 -0.12 1.26 0.475
Si 2.55292 -1.62237 -1.60606 0.12 -0.44 -0.85 0.547
F -3.25853 -2.91700 3.12537 1.12 -0.05 0.34 -0.493
F 0.07727 -2.13523 0.22929 -0.07 -0.41 0.21 -0.445
F -0.25184 -0.01176 1.86496 -0.12 0.06 0.85 -0.491
F -2.47611 -2.93199 0.73533 1.00 0.15 0.56 -0.480
F -2.23298 -0.54762 0.13307 -0.61 0.00 0.34 -0.569
F -1.56064 -4.86566 2.10939 0.50 0.51 0.48 -0.439
N -5.36680 -0.13023 0.08372 -0.07 0.24 -0.14 0.010
N -4.98979 -2.14364 1.29440 -0.35 0.19 -0.08 0.030
N -0.09478 -0.64148 -2.06543 -0.71 -0.13 -1.55 -0.137
C 0.92711 -1.33703 -2.62024 0.42 -0.16 0.22 -0.274
C 2.50274 -2.51160 2.19791 -0.17 0.27 -0.46 -0.157
C -1.21827 -0.44522 -2.77887 -0.28 0.22 -0.15 -0.111
C 2.23246 2.72572 0.51911 0.29 -0.33 -0.13 -0.192
C -1.38585 -0.91427 -4.06215 0.15 -0.06 -0.03 0.005
C 3.98043 -1.21722 -2.77397 -0.19 0.14 0.33 -0.133
C -0.46257 5.11483 0.72412 -0.03 -0.08 0.05 -0.215
C 4.70082 1.84438 -1.03177 -0.18 -0.55 0.10 -0.125
C -6.69047 -0.25718 -0.52803 -0.29 -0.19 -0.18 -0.013
C 4.93632 -1.03636 1.14374 -0.22 0.22 -0.54 -0.087
C 2.42728 -0.28464 -0.21647 1.00 -0.46 0.02 -0.478
C -3.15941 3.83256 1.51627 0.17 -0.05 -0.09 -0.234
C -0.62322 2.97244 3.05723 -0.01 -0.04 -0.21 -0.206
C -6.11961 -3.01476 0.98328 -0.40 -0.16 -0.06 0.016
C 2.82782 0.43811 2.88010 0.07 -0.16 -0.41 -0.155
C 0.80272 -1.85357 -3.90076 0.12 -0.04 0.04 -0.017
C -0.35496 -1.64939 -4.63775 -0.08 0.08 0.21 0.023
C -4.70333 -0.95114 0.87674 0.28 -0.13 0.07 -0.513
C 1.90974 1.90602 -2.39990 0.27 -0.36 0.15 -0.169
C 2.60208 -3.45403 -1.18741 0.00 0.42 0.26 -0.145
H 1.81406 0.83163 2.93730 -0.04 -0.01 0.00 0.004
H -6.86316 -2.96209 1.77932 0.02 0.07 -0.01 0.118
H -0.87834 1.94370 3.30113 0.00 0.01 -0.09 0.030
H -7.39363 -0.73750 0.14627 0.05 0.03 0.05 0.098
H 3.19694 -2.79794 2.99004 0.07 0.13 0.01 0.063
H 3.01341 2.94924 1.24521 0.04 -0.07 0.06 0.048
H -1.12011 5.93282 1.01622 -0.02 -0.04 0.06 0.055
H -7.05377 0.74506 -0.73894 0.03 0.00 0.05 0.106
H 4.93762 -1.23574 -2.25325 0.03 -0.03 0.08 0.047
H 3.03521 -0.04759 3.83507 0.03 -0.10 -0.01 0.057
H 2.50036 -3.31212 1.46211 -0.01 -0.03 -0.01 0.022
H 5.11977 -1.80008 0.39049 0.04 -0.07 -0.01 0.044
H -3.25190 4.72744 2.13246 0.07 -0.03 0.03 0.059
H 5.40644 -1.33643 2.08086 -0.19 -0.05 0.18 0.071
H -5.74626 -4.03538 0.94194 0.08 0.04 -0.02 0.115
H -0.45581 -2.05812 -5.63372 0.02 0.02 -0.04 0.137
H -4.89039 0.73318 -0.12860 0.04 -0.03 0.13 0.126
H 1.96542 3.66863 0.04159 -0.08 -0.04 -0.12 0.040
H 0.50854 5.24794 1.19644 -0.02 -0.07 0.02 0.046
H 0.45206 3.12206 3.12818 0.00 -0.03 -0.10 0.041
H 2.65307 -4.02260 -2.11808 0.02 0.13 -0.12 0.058
H 1.62226 -2.42186 -4.31892 0.02 0.00 -0.07 0.123
H 1.72492 -3.80254 -0.64605 -0.03 0.05 0.02 0.033
H 2.24393 2.87796 -2.76709 0.08 0.07 0.11 0.060
H 4.80736 2.80894 -1.53023 -0.18 0.07 -0.03 0.063
H -1.99851 0.12974 -2.29438 0.01 -0.02 -0.02 0.087
H 5.37467 -0.09908 0.81419 0.04 0.02 -0.02 0.028
H -4.31854 -2.56830 1.94370 0.15 0.12 0.04 0.060
H -2.29765 -0.70749 -4.60228 -0.04 -0.02 0.02 0.129
H 1.51174 -2.45507 2.64691 0.00 0.07 0.05 -0.024
H 3.49183 -3.71756 -0.61468 0.06 0.00 0.01 0.047
H -6.64591 -0.80737 -1.46777 0.04 -0.05 0.05 0.106
H 2.09808 1.19190 -3.20192 0.01 -0.03 -0.04 0.030
H -3.66214 3.00132 2.00714 0.06 -0.02 -0.03 0.027
H 4.03294 -1.98328 -3.54857 -0.10 -0.10 0.00 0.057
H 5.21517 1.90911 -0.07427 -0.03 0.02 0.05 0.041
H 0.83269 1.97612 -2.25673 0.01 0.03 0.00 -0.029
H -6.58427 -2.77302 0.03436 0.09 0.03 -0.02 0.085
H -1.11916 3.64543 3.75706 -0.03 0.05 -0.06 0.060
H 3.88247 -0.25127 -3.26612 -0.02 0.04 0.00 0.037
H -3.60954 4.02767 0.54384 0.07 -0.04 -0.01 0.050
H 1.36754 2.34852 1.06601 0.03 0.08 0.08 -0.051
H 3.52123 1.27377 2.79519 0.02 0.03 -0.06 0.041
H 5.20488 1.09760 -1.64103 0.04 0.00 -0.04 0.034
H -0.35299 5.11920 -0.35907 -0.03 -0.10 0.03 0.048
```
Forces are in eV/Å.

The strongest force on any atom is 3.00 eV/Å. As for the expectation value of S²: 0.7558. The calculation puts the energy above the lowest of the compared OMol25 structures with the same formula, charge and spin at 1.991 eV. The frontier orbital gap (spin up / spin down) is 8.2 / 5.8 eV. The lowest unoccupied orbital energy (spin up / spin down) comes out at -9.23 / -11.65 eV. Its spin multiplicity is 2. The energy is -156215.7016 eV. The charge is +3. The molar mass comes out at 965.15 g/mol.